No. 1
A structure of composition C45H54FN7O3P2S5Sn in a non-equilibrium geometry. Source: the Open Molecules 2025 dataset; level of theory: the ωB97M-V functional and the def2-TZVPD basis.

```
! wB97M-V def2-TZVPD RIJCOSX def2/J DEFGRID3
* xyz 2 1
Sn -2.03 -0.11 0.44
N -3.60 -1.67 -0.89
C -2.81 -2.52 -1.79
C -2.75 -3.90 -1.18
C -1.54 -4.86 -1.54
C -1.35 -5.26 -3.00
N -2.53 -5.46 -3.85
C -3.15 -4.64 -4.75
N -2.77 -3.44 -5.07
N -4.26 -5.06 -5.34
C -1.42 -1.96 -1.91
O -0.83 -2.25 -2.96
O -0.89 -1.19 -0.99
H -4.34 -2.16 -0.37
H -3.90 -0.82 -1.35
H -3.17 -2.52 -2.80
H -3.64 -4.48 -1.30
H -2.59 -3.76 -0.09
H -1.69 -5.68 -0.88
H -0.58 -4.36 -1.25
H -0.70 -6.18 -2.91
H -0.76 -4.52 -3.54
H -3.16 -6.14 -3.51
H -2.01 -2.99 -4.58
H -3.11 -3.03 -5.95
H -4.58 -6.02 -5.19
H -4.48 -4.77 -6.26
C 3.07 0.04 -1.09
N 2.05 1.07 -0.71
P 1.00 0.87 0.69
C 1.47 2.36 1.73
C 2.72 2.89 1.66
C 3.09 4.00 2.39
C 2.15 4.62 3.18
C 0.85 4.10 3.22
C 0.53 2.97 2.53
C 1.86 -0.48 1.44
C 2.77 -0.30 2.50
C 3.60 -1.37 2.92
C 3.49 -2.60 2.30
C 2.45 -2.79 1.37
C 1.71 -1.73 0.91
P 1.59 2.03 -1.99
C 3.07 2.56 -2.93
C 3.31 2.16 -4.24
C 4.54 2.41 -4.82
C 5.51 3.12 -4.18
C 5.29 3.49 -2.87
C 4.12 3.17 -2.21
C 0.60 3.40 -1.26
C 1.23 4.55 -0.83
C 0.52 5.50 -0.12
C -0.86 5.34 0.02
C -1.51 4.23 -0.52
C -0.76 3.23 -1.13
H 3.72 -0.10 -0.24
H 3.58 0.47 -1.96
H 2.56 -0.93 -1.34
H 3.47 2.43 1.06
H 4.12 4.38 2.32
H 2.42 5.57 3.69
H 0.12 4.65 3.78
H -0.45 2.56 2.53
H 2.87 0.58 3.05
H 4.34 -1.17 3.69
H 4.24 -3.37 2.53
H 2.22 -3.74 0.90
H 1.03 -1.85 0.05
H 2.45 1.61 -4.68
H 4.73 2.19 -5.83
H 6.51 3.38 -4.59
H 6.03 4.09 -2.40
H 3.98 3.37 -1.15
H 2.23 4.81 -1.21
H 0.99 6.41 0.30
H -1.44 6.17 0.47
H -2.55 4.17 -0.39
H -1.32 2.39 -1.56
F -2.87 1.01 -0.96
C -3.98 1.30 -3.92
S -2.50 0.44 -4.42
C -1.47 1.81 -4.89
C -0.35 2.23 -4.29
S 0.46 0.95 -3.28
S 0.30 3.80 -4.76
C -0.93 4.18 -5.97
S -1.08 5.51 -6.92
S -2.05 2.83 -6.14
H -4.75 0.60 -3.61
H -4.36 1.89 -4.71
H -3.72 1.96 -3.16
C 0.46 -1.94 6.74
C -0.94 -1.61 6.27
N -0.97 -0.42 5.42
C -0.63 0.84 6.10
C 0.80 1.40 6.00
C -1.36 -0.40 4.12
O -1.50 0.61 3.43
C -1.64 -1.71 3.56
C -0.49 -2.42 3.18
C -0.65 -3.70 2.69
C -1.94 -4.23 2.68
N -3.03 -3.57 3.00
C -2.89 -2.33 3.45
H 0.35 -2.81 7.39
H 0.88 -1.15 7.39
H 1.17 -2.21 5.99
H -1.65 -1.42 7.07
H -1.26 -2.41 5.68
H -0.88 0.73 7.12
H -1.32 1.58 5.70
H 1.52 0.83 6.57
H 0.75 2.38 6.54
H 1.10 1.65 4.99
H 0.50 -2.00 3.25
H 0.19 -4.28 2.43
H -2.08 -5.29 2.43
H -3.81 -1.79 3.65
*
```

HOMO ... -11.96 eV
Orbital gap ... 7.6300 eV
LUMO energy ... -4.330 eV
Relative energy (zero: lowest compared OMol25 entry of this formula, charge and spin) ... 5.8 kcal/mol

---

No. 2
The ion C7H10N5 with charge +1 in a non-equilibrium geometry. Source: the Open Molecules 2025 dataset; level of theory: the ωB97M-V functional and the def2-TZVPD basis.

```
! wB97M-V def2-TZVPD RIJCOSX def2/J DEFGRID3
* xyz 1 1
C -1.95 -2.34 -0.49
C -0.79 -1.66 -0.46
N 0.42 -2.25 -0.64
C 1.45 -1.57 -0.23
C 2.83 -2.10 0.20
N 3.73 -1.21 0.32
N 3.63 0.00 0.21
C 2.44 0.62 0.01
C 2.26 2.01 0.02
N 1.44 -0.24 -0.20
N -0.68 -0.24 -0.41
C -1.67 0.43 0.44
H -2.86 -1.76 -0.46
H -2.08 -3.38 -0.28
H 3.04 -3.09 0.52
H 2.01 2.39 -1.03
H 3.06 2.68 0.21
H 1.38 2.36 0.67
H -0.74 0.18 -1.40
H -2.66 0.15 0.06
H -1.44 0.02 1.46
H -1.56 1.57 0.42
*
```

HOMO (alpha / beta) ... -12.46 / -13.10 eV
Structure (SMILES) ... C=C(/N=C1/C=[N+]=NC(C)=N1)NC
Orbital gap (alpha / beta) ... 5.6719 / 6.9275 eV
LUMO energy (alpha / beta) ... -6.787 / -6.174 eV
Relative energy (zero: lowest compared OMol25 entry of this formula, charge and spin) ... 144.0 kcal/mol

---

No. 3
A structure of composition C19H20CoF5NO4P2. Source: the Open Molecules 2025 dataset; level of theory: the ωB97M-V functional and the def2-TZVPD basis.

```
! wB97M-V def2-TZVPD RIJCOSX def2/J DEFGRID3
* xyz 1 1
Co 0.27 -0.41 -0.17
C 3.18 1.05 0.48
P 2.42 -0.29 -0.44
C 3.29 -0.44 -2.02
C 2.80 -1.85 0.45
C 2.12 -3.01 -0.30
P 0.41 -2.52 -0.79
C -0.71 -3.54 0.19
C 0.24 -3.08 -2.50
H 2.94 2.00 0.01
H 4.26 0.92 0.52
H 2.78 1.07 1.50
H 3.25 0.50 -2.55
H 2.83 -1.21 -2.64
H 4.33 -0.71 -1.83
H 2.41 -1.76 1.47
H 3.88 -2.01 0.53
H 2.09 -3.92 0.30
H 2.68 -3.24 -1.21
H -0.54 -4.60 -0.03
H -1.74 -3.28 -0.06
H -0.55 -3.36 1.25
H 0.59 -4.11 -2.58
H 0.82 -2.45 -3.17
H -0.81 -3.04 -2.80
F 1.53 1.95 -1.95
C 0.45 1.36 -2.49
C -0.13 0.26 -1.88
C -1.26 -0.24 -2.50
F -1.91 -1.29 -1.95
C -1.78 0.28 -3.67
F -2.87 -0.26 -4.22
C -1.16 1.36 -4.26
F -1.64 1.87 -5.39
C -0.04 1.91 -3.67
F 0.56 2.96 -4.22
O 0.06 1.16 0.98
C -0.93 0.57 1.52
O -1.17 -0.63 1.13
C -1.76 1.24 2.53
C -2.86 0.57 3.07
C -3.65 1.20 4.02
C -3.34 2.49 4.43
C -2.24 3.13 3.87
C -1.44 2.53 2.93
N -1.91 4.50 4.31
O -0.93 5.02 3.82
O -2.65 5.02 5.12
H -3.09 -0.43 2.74
H -4.51 0.70 4.44
H -3.94 3.02 5.16
H -0.60 3.05 2.51
*
```

HOMO (alpha / beta) ... -12.32 / -12.32 eV
Orbital gap (alpha / beta) ... 8.0188 / 8.0202 eV
LUMO energy (alpha / beta) ... -4.302 / -4.301 eV
Relative energy (zero: lowest compared OMol25 entry of this formula, charge and spin) ... 3.6 kcal/mol

---

No. 4
A cluster of 2 separate species, C4H13N3 in total in a non-equilibrium geometry. Source: the Open Molecules 2025 dataset; level of theory: the ωB97M-V functional and the def2-TZVPD basis.

```
! wB97M-V def2-TZVPD RIJCOSX def2/J DEFGRID3
* xyz 0 1
N -0.12 -1.04 -1.12
C -0.41 -0.25 0.08
C 0.56 0.86 0.51
C 2.03 0.26 0.71
N 2.70 0.07 -0.63
C -1.86 -0.29 0.55
N -2.80 0.41 -0.33
H -0.19 -0.84 2.10
H -0.79 -1.78 -1.24
H 0.08 -1.18 0.30
H 0.15 1.35 1.43
H 0.60 1.67 -0.29
H 2.73 0.99 1.25
H 1.97 -0.74 1.17
H 2.86 0.93 -0.97
H 1.80 -0.22 -1.21
H -2.09 -1.39 0.67
H -1.90 0.12 1.55
H -2.93 1.39 -0.07
H -2.62 0.13 -1.29
*
```

HOMO ... -8.22 eV
Orbital gap ... 6.8032 eV
LUMO energy ... -1.421 eV
Relative energy (zero: lowest compared OMol25 entry of this formula, charge and spin) ... 178.2 kcal/mol

---

No. 5
A structure of composition C6H8N in a non-equilibrium geometry. Source: the Open Molecules 2025 dataset; level of theory: the ωB97M-V functional and the def2-TZVPD basis.

```
! wB97M-V def2-TZVPD RIJCOSX def2/J DEFGRID3
* xyz 1 1
C -1.63 0.82 -0.19
C -0.46 1.45 0.32
C -0.21 -1.20 0.83
C -0.95 -0.92 -0.41
C 0.20 -0.01 -0.02
C 1.51 0.24 -0.61
N -2.22 -0.27 -0.36
H -0.30 2.33 -0.19
H -0.62 1.50 1.41
H -0.66 -1.15 1.85
H 0.47 -2.10 0.80
H -0.76 -1.53 -1.34
H 2.03 -0.69 -0.50
H 2.14 0.93 -0.02
H 1.46 0.61 -1.58
*
```

HOMO ... -15.59 eV
Orbital gap ... 9.7913 eV
LUMO energy ... -5.801 eV
Relative energy (zero: lowest compared OMol25 entry of this formula, charge and spin) ... 136.6 kcal/mol

---

No. 6
A structure of composition C26H42N6PdS3 in a non-equilibrium geometry. Source: the Open Molecules 2025 dataset; level of theory: the ωB97M-V functional and the def2-TZVPD basis.

```
! wB97M-V def2-TZVPD RIJCOSX def2/J DEFGRID3
* xyz 4 5
Pd -0.60 0.40 -1.07
C -2.74 2.27 2.85
N -2.66 1.19 1.88
C -3.16 1.52 0.56
C -1.83 0.10 2.08
N -1.23 -0.52 1.05
C -0.69 -1.79 1.05
C -1.52 -2.93 1.06
C -0.98 -4.17 1.31
C 0.35 -4.25 1.68
C 1.26 -3.18 1.55
C 2.69 -3.34 1.66
C 3.52 -2.34 1.19
C 3.06 -1.22 0.51
C 1.67 -0.91 0.58
N 1.28 0.36 0.05
C 1.94 1.46 0.34
N 2.13 2.35 -0.73
C 1.85 3.71 -0.53
C 3.04 2.02 -1.79
N 2.46 1.77 1.58
C 1.93 1.19 2.82
C 3.68 2.47 1.68
C 0.73 -1.96 0.93
N -1.76 -0.32 3.48
C -0.63 -1.18 3.87
C -3.06 -0.67 4.15
H -2.65 3.22 2.33
H -2.02 2.10 3.63
H -3.77 2.29 3.28
H -2.78 0.76 -0.15
H -2.73 2.45 0.23
H -4.26 1.59 0.59
H -2.56 -2.69 1.05
H -1.67 -5.03 1.18
H 0.65 -5.16 2.13
H 3.00 -4.28 2.05
H 4.57 -2.42 1.27
H 3.80 -0.55 0.10
H 0.76 3.86 -0.72
H 2.46 4.32 -1.28
H 1.95 4.01 0.51
H 2.99 0.94 -1.91
H 4.06 2.41 -1.67
H 2.69 2.56 -2.67
H 0.87 1.35 2.81
H 2.34 1.62 3.73
H 2.14 0.12 2.89
H 3.80 3.04 0.73
H 4.55 1.84 1.78
H 3.81 3.16 2.52
H -0.66 -1.15 4.96
H 0.29 -0.69 3.61
H -0.73 -2.25 3.65
H -3.91 -0.17 3.69
H -2.93 -0.34 5.19
H -3.20 -1.76 4.12
C 0.78 -0.76 -5.11
C 1.12 -0.12 -3.80
S 0.05 1.29 -3.06
C -1.48 1.52 -4.11
C -2.84 1.19 -3.44
S -2.67 -0.25 -2.26
C -2.52 -1.62 -3.42
C -1.22 -2.24 -3.78
S -0.71 -1.70 -5.48
H 1.62 -1.44 -5.36
H 0.81 -0.01 -5.93
H 2.02 0.53 -3.86
H 1.26 -0.79 -2.90
H -1.33 0.87 -4.99
H -1.47 2.57 -4.38
H -3.55 0.88 -4.24
H -3.37 2.00 -2.88
H -3.12 -1.31 -4.39
H -3.15 -2.38 -2.96
H -1.35 -3.35 -4.01
H -0.46 -2.02 -3.07
*
```

HOMO (alpha / beta) ... -18.40 / -19.35 eV
Orbital gap (alpha / beta) ... 6.9138 / 4.5213 eV
LUMO energy (alpha / beta) ... -11.486 / -14.831 eV

---

No. 7
A structure of composition C19H53ClO8SSi2 in a non-equilibrium geometry. Source: the Open Molecules 2025 dataset; level of theory: the ωB97M-V functional and the def2-TZVPD basis.

```
! wB97M-V def2-TZVPD RIJCOSX def2/J DEFGRID3
* xyz 0 1
C 0.49 -3.75 -0.75
C -0.90 -3.56 -0.06
C -1.73 -2.45 -0.79
C -1.64 -1.02 -0.13
C -0.30 -0.76 0.65
Si -2.06 0.26 -1.47
C -0.61 0.81 -2.57
C 0.22 2.03 -2.04
C 1.44 1.47 -1.23
C 2.71 2.39 -1.37
S 3.97 1.68 -0.22
O 3.54 0.29 0.11
O 4.01 2.47 1.03
Cl 5.81 1.52 -1.14
O -2.80 1.70 -0.88
Si -4.35 1.43 -0.18
H 0.36 -4.18 -1.76
H 1.08 -4.42 -0.10
H 1.04 -2.80 -0.88
H -1.45 -4.51 -0.21
H -0.84 -3.42 1.03
H -2.80 -2.75 -0.69
H -1.53 -2.44 -1.89
H -2.45 -0.99 0.63
H 0.61 -0.99 0.09
H -0.32 -1.41 1.55
H -0.33 0.27 1.04
H -3.04 -0.39 -2.37
H 0.05 -0.03 -2.88
H -1.08 1.16 -3.52
H -0.39 2.76 -1.48
H 0.65 2.56 -2.93
H 1.18 1.51 -0.16
H 1.65 0.45 -1.56
H 3.07 2.44 -2.41
H 2.51 3.40 -1.00
H -4.96 2.69 0.24
H -4.10 0.65 1.05
H -5.23 0.66 -1.09
C 3.09 3.03 -6.37
C 1.70 2.75 -5.83
O 1.18 3.89 -5.15
H 3.76 3.30 -5.56
H 3.49 2.15 -6.88
H 3.07 3.86 -7.07
H 1.72 1.93 -5.12
H 1.01 2.48 -6.64
H 1.15 4.62 -5.78
C 0.03 3.50 3.10
C -0.82 2.90 2.00
O -1.55 1.77 2.48
H 0.73 2.75 3.49
H 0.59 4.36 2.74
H -0.59 3.82 3.94
H -0.20 2.56 1.17
H -1.53 3.63 1.61
H -2.11 2.07 3.20
C -0.18 1.03 7.19
C -1.25 1.53 6.24
O -2.55 1.33 6.79
H -0.32 -0.03 7.39
H 0.82 1.18 6.77
H -0.24 1.55 8.15
H -1.21 0.99 5.29
H -1.12 2.60 6.03
H -2.59 1.81 7.62
C 3.98 -2.47 -3.47
C 2.90 -1.96 -4.41
O 1.60 -2.24 -3.89
H 3.87 -3.55 -3.32
H 4.97 -2.26 -3.87
H 3.89 -2.00 -2.49
H 2.97 -2.44 -5.38
H 2.99 -0.88 -4.55
H 1.53 -1.81 -3.03
C -3.17 -4.33 4.56
C -3.16 -4.90 3.15
O -1.83 -5.00 2.65
H -2.70 -3.34 4.57
H -4.18 -4.24 4.94
H -2.59 -4.96 5.23
H -3.72 -4.26 2.47
H -3.61 -5.90 3.14
H -1.33 -5.57 3.24
*
```

HOMO ... -9.47 eV
Orbital gap ... 9.1177 eV
LUMO energy ... -0.350 eV

---

No. 8
A structure of composition C33H33BrCoN14OP in a non-equilibrium geometry. Source: the Open Molecules 2025 dataset; level of theory: the ωB97M-V functional and the def2-TZVPD basis.

```
! wB97M-V def2-TZVPD RIJCOSX def2/J DEFGRID3
* xyz 1 4
Co -0.12 -0.01 0.06
C -2.91 -0.02 5.11
C -1.55 0.09 5.38
C -0.63 0.02 4.36
C -1.03 -0.18 3.02
C -2.39 -0.38 2.79
C -3.32 -0.27 3.81
N -0.07 -0.16 1.99
N 1.18 -0.16 2.42
C 2.12 -0.10 1.48
C 3.49 -0.08 1.83
C 4.44 -0.05 0.84
C 4.03 -0.04 -0.50
C 2.69 -0.05 -0.79
N 1.75 -0.07 0.17
H -3.64 0.08 5.91
H -1.21 0.23 6.39
H 0.42 0.13 4.56
H -2.74 -0.67 1.81
H -4.37 -0.39 3.59
H 3.74 -0.10 2.88
H 5.49 -0.04 1.09
H 4.75 -0.01 -1.30
H 2.35 -0.05 -1.82
Br -6.26 5.36 -0.20
C -4.64 5.70 -1.13
C -4.21 4.78 -2.08
C -2.99 4.95 -2.69
C -2.17 6.05 -2.35
C -2.67 7.02 -1.47
C -3.89 6.84 -0.85
N -0.90 6.16 -2.82
N -0.35 5.21 -3.47
C -0.01 4.01 -3.04
C 0.23 2.97 -3.97
C 0.25 1.65 -3.59
C 0.07 1.28 -2.24
O -0.02 0.04 -1.83
C 0.03 2.32 -1.27
N 0.01 1.91 0.03
C 0.05 2.80 1.00
C 0.15 4.16 0.73
C 0.14 4.61 -0.58
C 0.04 3.68 -1.62
H -4.85 3.95 -2.35
H -2.66 4.24 -3.43
H -2.08 7.90 -1.26
H -4.26 7.57 -0.15
H 0.32 3.25 -5.01
H 0.36 0.87 -4.33
H 0.02 2.43 2.01
H 0.24 4.86 1.55
H 0.24 5.66 -0.80
N -4.92 1.91 0.29
N -3.91 1.07 -0.05
N -4.14 -0.07 -0.66
C -2.92 -0.60 -0.70
N -2.03 0.21 -0.13
N -2.68 1.29 0.27
H -5.77 1.71 -0.22
H -4.65 2.87 0.41
H -2.71 -1.55 -1.14
C 0.46 -5.09 1.32
N -0.91 -4.68 1.03
C -1.28 -5.10 -0.32
N -0.35 -4.63 -1.34
C 1.01 -5.04 -0.99
N 1.41 -4.58 0.33
C 1.55 -3.14 0.40
P -0.06 -2.26 0.03
C -1.10 -3.25 1.23
C -0.43 -3.19 -1.54
H 0.50 -6.18 1.30
H 0.75 -4.74 2.31
H -2.28 -4.72 -0.54
H -1.30 -6.19 -0.34
H 1.71 -4.67 -1.74
H 1.04 -6.13 -1.00
H 2.31 -2.82 -0.33
H 1.90 -2.86 1.40
H -2.16 -3.00 1.11
H -0.79 -2.98 2.24
H 0.30 -2.88 -2.29
H -1.42 -2.94 -1.92
*
```

HOMO (alpha / beta) ... -9.24 / -10.89 eV
Orbital gap (alpha / beta) ... 6.5526 / 7.3263 eV
LUMO energy (alpha / beta) ... -2.683 / -3.560 eV
Relative energy (zero: lowest compared OMol25 entry of this formula, charge and spin) ... 0.0 kcal/mol

---

| no. | electronic energy (Eh) |
| --- | --- |
| 1 | -5343.622796 |
| 2 | -546.052451 |
| 3 | -3656.236537 |
| 4 | -324.190969 |
| 5 | -287.738540 |
| 6 | -2665.206582 |
| 7 | -2794.964971 |
| 8 | -6416.978481 |